The following is a quantum chemistry calculation of 3 unconnected molecules or ions with the total composition C4H15NO2 in a non-equilibrium geometry, from OMol25.

Values from the calculation:
Kohn-Sham gap = 0.3797 Ha
LUMO = 0.84 eV
largest force on an atom = 1.42 eV Å⁻¹
energy above the lowest of the compared OMol25 structures with the same formula, charge and spin = 0.8305 eV
E_HOMO = -9.5 eV
SMILES = CCNCC.O.O

Geometry (Å):
C: 1.84584 -0.96492 -0.75239
C: 0.73462 -1.60790 0.06807
N: 0.00710 -0.62216 0.84832
C: -0.98347 -1.09635 1.81842
C: -1.78035 0.09434 2.37628
H: 2.43110 -0.26802 -0.13397
H: 2.62238 -1.66595 -1.04334
H: 1.41674 -0.37629 -1.55806
H: 1.09794 -2.49097 0.60638
H: 0.00681 -2.01195 -0.64509
H: 0.59652 -0.00775 1.40032
H: -0.48361 -1.57471 2.67719
H: -1.56303 -1.92711 1.42662
H: -2.69757 0.19971 1.80525
H: -1.16080 0.98494 2.36510
H: -2.09653 -0.15205 3.38929
O: 1.02631 2.76810 -2.54294
H: 0.40441 2.15611 -2.10624
H: 1.80153 2.27925 -2.76218
O: -0.88242 0.91995 -1.33160
H: -0.62160 0.25293 -0.65197
H: -1.55727 1.42077 -0.84966

Forces on the atoms, in the same order (eV/Å):
0.440 0.621 1.024
-0.165 -0.479 -0.591
-0.405 0.190 0.414
0.747 -0.254 0.787
-0.357 -1.345 -0.262
-0.328 0.079 0.074
-0.373 -0.309 -0.587
0.252 -0.180 -0.308
0.117 0.231 0.462
-0.018 -0.124 0.059
0.486 -0.062 -0.489
0.232 0.058 -0.089
-0.464 0.305 -0.468
0.004 0.546 -0.212
-0.147 0.197 0.044
0.095 0.254 0.112
-0.980 0.603 0.354
0.253 -0.031 -0.164
0.707 -0.627 -0.172
-0.348 -0.036 0.304
0.100 0.364 0.042
0.151 0.000 -0.334

---

The following is a quantum chemistry calculation of 2 unconnected molecules or ions with the total composition C4H8NO3 in a non-equilibrium geometry, from OMol25.

Values from the calculation:
Kohn-Sham gap = 0.3229 Ha
LUMO = 4.04 eV
largest force on an atom = 3.00 eV Å⁻¹
energy above the lowest of the compared OMol25 structures with the same formula, charge and spin = 0.7664 eV
total charge = -1
E_HOMO = -4.7 eV

Geometry (Å):
C: 1.79287 -2.41664 -0.94529
C: 1.33436 -1.15031 -0.16084
O: 0.54298 -0.44518 -0.89382
O: 1.70085 -1.09532 1.01527
H: 1.57952 -3.41291 -0.58238
H: 2.87491 -2.47230 -1.08331
H: 1.21105 -2.34502 -1.89805
C: -2.02692 1.63126 -0.21090
C: -1.27172 1.76858 1.09087
O: -1.55795 2.46889 2.07392
N: -0.07841 1.12206 1.06289
H: 0.42574 0.88301 1.88886
H: 0.03130 0.41139 0.27163
H: -1.41337 1.19318 -1.02070
H: -2.16409 2.69287 -0.46172
H: -2.98115 1.16643 -0.14642

Forces on the atoms, in the same order (eV/Å):
-0.414 0.166 -1.605
-0.460 -2.283 -1.409
0.892 -0.250 1.192
-0.209 1.119 0.229
-0.506 -0.024 0.988
0.039 0.467 -0.320
1.043 -0.186 0.331
0.929 1.695 -0.577
2.377 -0.500 1.765
-1.216 -0.123 -0.944
-1.469 -0.726 -1.525
0.124 0.306 0.587
0.340 1.014 0.653
-0.311 -0.034 0.669
-0.431 -0.210 -0.327
-0.728 -0.428 0.294